[1]
The following is a quantum chemistry calculation of one molecule with the formula C4H7FN2O, from the OMol25 dataset.

Last column: Mulliken charge in e.
Element x y z (Å)
H: 2.47 0.76 0.19  0.244
N: 2.17 1.69 -0.02  -0.687
C: 0.90 1.87 -0.06  0.589
N: 0.54 3.14 -0.47  -0.486
O: -0.05 0.89 -0.18  -0.335
C: 0.34 -0.40 0.23  -0.385
C: -0.86 -1.32 0.42  -0.397
C: -1.01 -2.52 -0.26  -0.227
F: -2.03 -3.23 0.23  -0.240
H: -0.31 3.31 0.09  0.261
H: 1.31 3.87 -0.34  0.300
H: 1.08 -0.39 1.12  0.368
H: 1.03 -0.97 -0.43  0.320
H: -1.70 -1.20 1.14  0.255
H: -0.35 -2.96 -0.92  0.419

The structure (SMILES) is [H]/N=C(/N)OC/C=C/F. The HOMO-LUMO gap is 10.243 eV. The multiplicity is 1. As for the largest force on an atom: 0.12437 hartree/bohr. As for the total energy: -441.1590 hartree. The value obtained for the energy above the lowest of the compared OMol25 structures with the same formula, charge and spin is 2.508 eV.

=====

[2]
The following is a quantum chemistry calculation of one molecule with the formula C4H7FN2S, from the OMol25 dataset.

Last column: Mulliken charge in e.
Element x y z (Å)
H: 2.44 1.32 0.79  0.223
N: 2.41 0.38 0.35  -0.843
C: 1.20 0.03 0.25  0.470
N: 0.78 -1.04 -0.42  -0.200
C: -0.67 -1.17 -0.62  -0.636
C: -1.13 -0.33 0.58  0.096
F: -2.37 0.15 0.37  -0.341
C: -0.06 0.80 0.71  -0.219
S: -0.33 2.21 -0.39  -0.142
H: 1.35 -1.49 -1.12  0.270
H: -1.07 -0.54 -1.49  0.207
H: -0.98 -2.19 -0.68  0.337
H: -1.08 -0.90 1.51  0.322
H: 0.00 1.19 1.75  0.340
H: -0.50 1.58 -1.57  0.116

The structure (SMILES) is [H]/N=C1/NC[C@H](F)[C@@H]1S. The HOMO-LUMO gap is 9.626 eV. The multiplicity is 1. As for the largest force on an atom: 0.07308 hartree/bohr. As for the total energy: -764.1649 hartree. The value obtained for the energy above the lowest of the compared OMol25 structures with the same formula, charge and spin is 0.552 eV.